Entry 1:
13 unconnected molecules or ions with the total composition C15H46N8O23 in a non-equilibrium geometry, computed with the ωB97M-V functional and the def2-TZVPD basis.

Its frontier orbital gap is 0.34630 hartree.

Last column: Löwdin charge in e.
Positions of all 92 atoms, in Å:
C -4.236 -4.021 -0.649  -0.104
O -4.557 -3.361 -1.915  -0.148
H -3.199 -4.008 -0.313  0.065
H -4.802 -3.708 0.229  0.081
H -4.541 -5.061 -0.769  0.079
H -4.794 -3.988 -2.603  0.082
C 0.449 5.278 -0.812  -0.152
O 1.026 6.231 0.070  -0.122
H -0.004 4.448 -0.270  0.059
H -0.244 5.846 -1.432  0.085
H 1.254 4.901 -1.443  0.069
H 0.401 6.415 0.775  0.084
C -2.574 -1.160 -5.351  -0.155
O -3.391 -0.246 -6.102  -0.111
H -2.068 -1.861 -6.014  0.077
H -1.715 -0.734 -4.834  0.057
H -3.184 -1.708 -4.631  0.068
H -3.413 0.580 -5.612  0.068
C -6.653 -1.588 -2.865  -0.164
O -5.902 -0.846 -1.872  -0.123
H -7.340 -2.308 -2.422  0.074
H -7.240 -0.905 -3.479  0.074
H -6.102 -2.094 -3.658  0.061
H -5.160 -1.421 -1.671  0.022
C 4.103 -1.586 0.529  0.057
N 4.537 -1.416 1.967  -0.417
O 5.165 -0.412 2.293  0.055
O 4.001 -2.219 2.757  0.025
H 3.107 -1.148 0.580  0.087
H 3.937 -2.634 0.282  0.085
H 4.840 -1.077 -0.093  0.102
C -0.336 1.433 3.518  0.048
N -1.132 2.267 4.450  -0.391
O -1.179 2.041 5.704  0.002
O -1.769 3.260 4.100  0.047
H 0.466 2.013 3.062  0.077
H -1.115 1.090 2.837  0.104
H 0.020 0.573 4.086  0.087
C -2.532 2.759 -1.345  0.021
N -3.660 2.888 -0.507  -0.447
O -4.631 3.595 -0.866  0.051
O -3.605 2.305 0.557  0.079
H -2.890 3.099 -2.317  0.103
H -2.534 1.693 -1.570  0.102
H -1.646 3.238 -0.928  0.092
C -0.276 -3.765 3.897  0.064
N -0.526 -2.438 3.165  -0.453
O -0.024 -2.236 2.099  0.060
O -1.244 -1.685 3.713  0.094
H -0.592 -3.778 4.941  0.097
H 0.786 -3.990 3.998  0.092
H -0.744 -4.520 3.266  0.089
C 4.228 5.358 -1.290  0.052
N 4.730 4.343 -0.300  -0.394
O 5.819 3.824 -0.456  0.074
O 4.005 4.213 0.732  0.013
H 4.020 4.754 -2.173  0.100
H 5.010 6.100 -1.448  0.102
H 3.350 5.871 -0.898  0.074
C 1.390 -5.059 0.440  0.048
N 0.615 -6.179 1.153  -0.415
O 1.025 -6.410 2.302  0.019
O -0.144 -6.893 0.519  0.066
H 0.616 -4.616 -0.187  0.079
H 2.368 -5.360 0.063  0.102
H 1.543 -4.422 1.311  0.068
C 1.827 -2.162 -3.759  0.027
N 1.527 -3.368 -2.949  -0.380
O 2.315 -3.587 -1.977  0.009
O 0.547 -4.045 -3.250  0.071
H 2.387 -1.406 -3.209  0.082
H 0.920 -1.730 -4.182  0.090
H 2.478 -2.460 -4.580  0.104
C 3.269 3.070 4.945  0.039
N 2.856 4.234 4.141  -0.407
O 2.258 3.923 3.110  0.026
O 3.156 5.360 4.555  0.075
H 2.433 2.765 5.575  0.105
H 4.047 3.444 5.610  0.095
H 3.745 2.303 4.335  0.101
C -1.224 -1.278 -1.128  -0.031
O -0.756 -0.114 -0.451  -0.047
C 0.522 0.374 -0.565  -0.479
O 1.272 -0.136 -1.395  0.088
O 0.649 1.392 0.370  -0.025
C 1.894 2.072 0.506  -0.064
H -1.021 -1.347 -2.197  0.082
H -2.274 -1.488 -0.921  0.090
H -0.717 -2.097 -0.618  0.079
H 2.443 1.606 1.324  0.091
H 1.825 3.119 0.802  0.058
H 2.508 2.002 -0.391  0.095

Entry 2:
A gas-phase ion, C10H18NP2 (charge +1) in a non-equilibrium geometry, computed with the ωB97M-V functional and the def2-TZVPD basis.

Its frontier orbital gap is 0.25657 hartree. The value obtained for the energy above the lowest of the compared OMol25 structures with the same formula, charge and spin is 51.9 kcal per mole. The total charge is +1.

Last column: natural (NBO) charge in e.
Positions of all 31 atoms, in Å:
C 1.139 -2.118 1.016  -0.591
C 2.801 0.106 -1.013  -0.375
C -2.735 0.046 0.671  -0.442
C 1.582 1.194 -0.923  -0.459
C -1.613 0.613 1.423  -0.447
C 3.178 -0.189 0.366  -0.704
C -2.597 -1.357 0.061  -0.760
C 0.620 0.728 0.123  -0.357
C -0.635 1.245 0.373  0.179
C -1.172 2.336 -0.484  -0.693
N -0.163 -2.278 -1.149  -1.133
P 1.538 -0.504 1.123  1.164
P -1.205 -1.116 -1.212  1.094
H 0.152 -2.298 1.596  0.263
H 2.303 -0.744 -1.369  0.196
H 3.482 0.556 -1.685  0.245
H -3.708 0.034 1.181  0.251
H -3.019 0.877 -0.067  0.217
H 1.972 2.217 -0.795  0.238
H 1.057 1.174 -1.851  0.242
H -1.963 1.294 2.215  0.264
H -0.977 -0.172 1.854  0.195
H 3.763 -1.101 0.316  0.261
H 3.747 0.587 0.772  0.257
H -2.391 -2.115 0.833  0.239
H -3.366 -1.831 -0.597  0.278
H 1.874 -2.864 1.186  0.252
H -2.128 1.936 -0.975  0.248
H -0.470 2.793 -1.186  0.244
H -1.528 3.121 0.172  0.252
H 0.462 -2.171 -1.976  0.383

Entry 3:
A single C5H7BrN2 molecule in a non-equilibrium geometry, computed with the ωB97M-V functional and the def2-TZVPD basis.

Its frontier orbital gap (spin up / spin down) is 0.23302 / 0.29068 hartree. The value obtained for the energy above the lowest of the compared OMol25 structures with the same formula, charge and spin is 111.9 kcal per mole.

Last column: natural (NBO) charge in e.
Positions of all 15 atoms, in Å:
C 2.935 -1.975 0.003  -0.178
C 0.598 -1.503 -0.495  0.228
C 3.269 -0.908 0.605  -0.032
C -0.595 1.243 -0.593  -0.628
C -0.835 0.042 0.388  -0.244
N 1.741 -2.279 -0.591  -0.374
N 0.319 -0.711 0.426  -0.437
Br 3.423 0.833 0.896  0.259
H 3.710 -2.806 -0.069  0.234
H -0.039 -1.714 -1.272  0.153
H -0.651 0.920 -1.686  0.211
H 0.347 1.629 -0.139  0.219
H -1.388 2.014 -0.576  0.213
H -1.776 -0.550 0.192  0.181
H -0.901 0.429 1.400  0.193

Entry 4:
A molecular structure, C40H37FGeN5O3Rh, computed with the ωB97M-V functional and the def2-TZVPD basis.

Its frontier orbital gap (spin up / spin down) is 0.20700 / 0.18106 hartree. The value obtained for the energy above the lowest of the compared OMol25 structures with the same formula, charge and spin is 60.4 kcal per mole. Its spin multiplicity is 6. The total charge is +3.

Last column: Löwdin spin population.
Positions of all 88 atoms, in Å:
Rh 0.050 -0.263 0.437  1.491
F -3.344 2.629 5.605  0.000
C -3.884 2.119 4.484  0.000
C -3.047 1.549 3.576  0.000
C -3.553 0.958 2.408  0.000
C -2.672 0.335 1.439  0.004
O -1.415 0.300 1.707  0.050
C -3.264 -0.187 0.281  0.003
C -4.641 -0.133 0.161  0.001
N -5.461 0.431 1.042  0.002
C -6.902 0.407 0.815  0.000
C -7.424 0.585 -0.573  0.000
C -7.598 1.682 0.433  0.000
C -4.937 0.995 2.201  0.000
C -5.782 1.601 3.141  0.000
C -5.292 2.169 4.304  0.000
N -6.171 2.770 5.217  0.000
C -7.437 2.124 5.533  0.000
C -8.560 3.161 5.500  0.000
N -8.004 4.491 5.961  0.000
C -6.918 4.290 6.978  0.000
C -5.708 3.649 6.296  0.000
C -2.574 -0.847 -0.886  0.012
O -3.232 -1.403 -1.728  0.021
O -1.260 -0.794 -0.956  0.160
H -1.983 1.555 3.770  0.000
H -5.092 -0.585 -0.712  0.000
H -7.411 -0.288 1.471  0.000
H -8.282 -0.011 -0.846  0.000
H -6.725 0.758 -1.379  0.000
H -8.582 1.861 0.842  0.000
H -6.981 2.562 0.307  0.000
H -6.839 1.649 2.928  0.000
H -7.388 1.638 6.513  0.000
H -7.666 1.342 4.815  0.000
H -9.375 2.896 6.170  0.000
H -8.959 3.316 4.500  0.000
H -8.753 5.072 6.338  0.000
H -7.617 4.991 5.159  0.000
H -7.347 3.666 7.760  0.000
H -6.660 5.254 7.409  0.000
H -5.133 3.135 7.068  0.000
H -5.074 4.425 5.869  0.000
N 4.487 -2.336 -5.043  0.405
C 3.804 -1.979 -4.155  0.104
C 3.019 -1.561 -3.127  0.393
C 2.804 -2.403 -1.923  0.227
C 2.056 -1.938 -0.911  0.084
N 1.460 -0.682 -0.930  0.458
C 1.606 0.122 -2.076  0.086
C 2.332 -0.254 -3.133  0.177
H 3.245 -3.388 -1.877  0.007
H 1.871 -2.534 -0.026  0.005
H 1.067 1.057 -2.051  0.003
H 2.413 0.385 -4.001  0.004
C 3.147 1.966 0.191  0.008
Ge 1.840 1.181 1.387  0.161
C 1.065 2.588 2.465  0.032
C -0.134 3.222 2.147  0.003
C -0.553 4.335 2.863  0.000
C 0.220 4.825 3.906  0.001
C 1.417 4.203 4.233  0.002
C 1.838 3.093 3.514  0.009
C 2.862 -0.042 2.588  0.220
C 4.241 -0.211 2.342  0.067
C 5.031 -1.030 3.124  0.075
C 4.469 -1.721 4.204  0.173
C 3.101 -1.589 4.488  0.004
C 2.527 -2.288 5.561  0.175
C 1.161 -2.157 5.850  0.074
C 0.373 -1.336 5.073  0.062
C 0.927 -0.624 4.000  0.183
C 2.290 -0.743 3.678  0.015
H 3.842 2.534 0.813  0.002
H 2.653 2.671 -0.476  0.000
H 3.699 1.244 -0.408  0.000
H -0.746 2.863 1.326  0.002
H -1.477 4.831 2.595  0.000
H -0.100 5.699 4.456  0.000
H 2.030 4.592 5.035  0.000
H 2.779 2.625 3.783  0.002
H 4.704 0.321 1.522  0.001
H 6.086 -1.140 2.909  0.001
H 5.089 -2.352 4.828  0.006
H 3.146 -2.941 6.163  0.006
H 0.736 -2.700 6.683  0.001
H -0.681 -1.232 5.292  0.001
H 0.293 0.041 3.424  0.014

Entry 5:
4 unconnected molecules or ions with the total composition C14H26Cl2NO4 in a non-equilibrium geometry, computed with the ωB97M-V functional and the def2-TZVPD basis.

Its frontier orbital gap is 0.17228 hartree. The value obtained for the energy above the lowest of the compared OMol25 structures with the same formula, charge and spin is 0.0 kcal per mole. The total charge is -1.

Last column: natural (NBO) charge in e.
Positions of all 47 atoms, in Å:
O 4.066 3.390 -0.176  -0.556
C 3.352 4.133 -0.714  0.584
Cl 4.026 5.770 -1.124  -0.191
C 1.907 3.738 -1.045  -0.368
N 0.998 4.114 0.005  -0.738
Cl 0.127 5.559 -0.498  -0.108
H 1.921 2.651 -1.166  0.188
H 1.553 4.181 -1.984  0.199
C -3.158 2.359 -2.375  -0.431
C -3.270 3.081 -3.712  -0.430
C -2.103 4.057 -3.629  -0.065
O -1.104 3.428 -2.836  -0.520
C -1.649 2.279 -2.192  -0.071
H -3.640 1.381 -2.359  0.202
H -3.599 2.971 -1.584  0.202
H -3.114 2.375 -4.533  0.190
H -4.230 3.577 -3.867  0.203
H -2.398 4.988 -3.131  0.169
H -1.687 4.304 -4.608  0.172
H -1.237 1.386 -2.677  0.156
H -1.344 2.276 -1.145  0.215
C 2.902 -0.329 1.396  -0.435
C 1.772 -1.297 1.725  -0.421
C 0.695 -0.860 0.745  -0.067
O 1.372 -0.357 -0.409  -0.539
C 2.762 -0.190 -0.111  -0.069
H 3.888 -0.681 1.700  0.204
H 2.721 0.635 1.877  0.217
H 2.082 -2.321 1.509  0.197
H 1.445 -1.254 2.763  0.209
H 0.084 -0.050 1.160  0.170
H 0.036 -1.680 0.454  0.173
H 3.319 -0.975 -0.638  0.146
H 3.099 0.781 -0.475  0.209
C -0.928 -5.926 2.371  -0.430
C -1.840 -4.935 3.081  -0.431
C -0.885 -3.786 3.369  -0.066
O 0.084 -3.787 2.318  -0.535
C -0.030 -4.997 1.566  -0.067
H -1.459 -6.647 1.749  0.214
H -0.335 -6.479 3.104  0.198
H -2.630 -4.605 2.402  0.202
H -2.309 -5.333 3.980  0.213
H -0.359 -3.935 4.319  0.163
H -1.386 -2.818 3.399  0.190
H -0.478 -4.755 0.596  0.168
H 0.964 -5.413 1.395  0.183

What is the formula in the fifth record?
C14H26Cl2NO4